1.
The following is a DFT calculation (ωB97M-V/def2-TZVPD) of a cluster of 3 separate species, C25H38Br4NO13P3S3 in total.

```
87
Properties=species:S:1:pos:R:3:forces:R:3:lowdin_charge:R:1
C 0.60410 -2.23225 0.26496 0.125 -0.144 -0.064 0.0022
C 0.38132 -0.95961 1.03597 -0.370 -0.333 0.250 -0.4520
O 0.88235 0.09529 0.70060 0.540 -0.148 0.471 0.0938
N -0.34240 -1.10919 2.23091 0.027 0.647 -0.518 -0.0909
C -0.10194 -0.01284 3.16697 0.269 -0.189 0.138 -0.0866
C -1.77224 -1.44142 2.08219 0.022 -0.425 0.302 -0.1450
C -2.70369 -0.22260 2.02569 -0.348 -0.296 0.410 -0.1768
C -4.00745 -0.45473 1.24257 0.277 0.402 -0.128 -0.1487
C -4.01272 0.07375 -0.21999 0.078 -0.212 -0.049 -0.1300
C -2.62919 0.23562 -0.78975 -0.120 -0.098 -0.288 -0.1445
C -2.03503 -0.90475 -1.35749 -0.039 -0.053 0.112 -0.1865
C -2.72384 -2.25195 -1.40725 -0.266 0.565 0.238 -0.1521
P -3.80055 -2.50704 -2.85005 0.389 -0.949 -0.241 0.4431
O -3.35797 -3.62270 -3.70322 -0.097 0.230 0.183 -0.3038
O -3.85353 -1.11635 -3.61140 -0.270 -0.119 0.002 -0.0872
O -5.27738 -2.71978 -2.25642 0.171 0.388 0.090 -0.1138
C -0.76405 -0.83897 -1.88010 -0.038 0.339 -0.451 0.0113
C -0.06613 0.34797 -1.81695 -0.031 0.006 -0.481 -0.0976
C -0.63420 1.49364 -1.28704 0.016 0.101 0.027 -0.0692
C -1.93561 1.46006 -0.77503 0.055 -0.116 0.316 -0.1425
P -2.72096 2.98005 -0.12598 -0.227 0.481 -0.531 0.2061
O -1.58897 3.86652 0.54001 -0.301 -0.252 0.115 -0.2280
O -3.59557 2.52864 1.14974 0.053 -0.124 0.091 -0.2171
S -3.79895 3.87506 -1.43989 0.119 -0.077 0.174 0.3390
C 0.25252 2.69816 -1.33894 0.092 0.051 -0.075 -0.3543
O -0.13479 3.80176 -1.61777 0.126 -0.022 -0.174 0.1103
C 1.71456 2.42610 -1.07642 0.247 -0.196 -0.427 -0.1471
P 2.55106 3.65920 -0.07101 -0.702 0.367 0.631 0.2324
O 3.85293 2.94954 0.55963 0.032 -0.239 -0.185 -0.2078
O 3.25649 4.66541 -1.08849 0.261 -0.320 -0.101 -0.1599
S 1.41984 4.43427 1.27966 0.243 -0.198 -0.089 0.4045
C 2.26377 1.29869 -1.56536 -0.052 0.314 0.197 -0.0954
C 3.67046 0.78112 -1.44899 -0.107 -0.007 0.006 -0.1323
C 4.77258 1.62004 -2.08576 0.378 -0.359 0.262 -0.1852
C 6.12045 0.88645 -2.05486 -0.096 0.462 -0.365 -0.2233
S 6.91704 0.70858 -0.48030 0.070 -0.725 -0.103 0.5852
O 6.10729 -0.10308 0.37884 -0.016 0.181 -0.033 -0.2752
O 8.27336 0.33135 -0.72523 -0.189 0.173 0.174 -0.2683
O 6.92935 2.18302 0.10498 0.329 0.275 0.010 -0.1422
C 1.33289 0.37502 -2.30178 0.093 0.006 -0.079 -0.2777
O 1.73537 -0.33285 -3.19940 -0.071 -0.032 0.264 0.1391
H 1.33569 -2.83489 0.80600 -0.015 0.031 0.103 0.1042
H -0.30013 -2.83207 0.17723 0.059 -0.040 0.002 0.0650
H 1.00162 -2.02688 -0.72618 0.038 -0.030 0.196 0.0538
H -0.36324 0.96515 2.76527 -0.112 0.039 0.066 0.0430
H 0.96079 0.01433 3.40819 0.018 0.001 -0.048 0.0975
H -0.64049 -0.20854 4.09260 -0.137 0.067 -0.038 0.0682
H -2.05512 -2.05034 2.94596 -0.023 -0.043 -0.021 0.1271
H -1.91430 -2.08591 1.21341 0.174 0.133 -0.042 0.0932
H -2.16752 0.64553 1.66547 0.003 0.050 -0.149 0.0776
H -3.00034 0.00664 3.05088 0.173 0.173 0.023 0.1151
H -4.80723 0.05596 1.77599 -0.140 -0.190 -0.016 0.1088
H -4.23012 -1.52475 1.23977 -0.122 -0.016 0.130 0.1013
H -4.54452 -0.63844 -0.84773 -0.144 0.079 -0.049 0.0902
H -4.56937 1.00070 -0.31129 0.016 -0.048 0.045 0.0889
H -1.97387 -3.04077 -1.45033 -0.017 -0.061 -0.084 0.0721
H -3.32008 -2.39137 -0.50378 0.070 -0.156 -0.002 0.0755
H -3.88386 -1.30790 -4.56050 0.063 0.227 -0.037 0.1027
H -5.24572 -2.98710 -1.33229 -0.232 -0.103 -0.009 0.0745
H -0.29531 -1.70659 -2.32392 -0.098 0.020 -0.113 0.0755
H -1.00583 3.42041 1.17372 0.122 0.125 -0.019 0.0184
H -4.49611 2.84983 0.99906 0.000 0.038 0.106 0.0703
H 3.58698 2.41469 1.32238 0.180 0.092 0.097 0.0938
H 4.09871 4.97408 -0.72880 -0.075 0.275 -0.023 0.0867
H 3.68463 -0.19811 -1.92636 0.006 -0.014 -0.027 0.1247
H 3.89641 0.61245 -0.39644 -0.006 0.014 0.009 0.1106
H 4.55422 1.84396 -3.12943 -0.111 0.007 0.002 0.1341
H 4.88964 2.56921 -1.56561 -0.228 0.170 -0.170 0.0715
H 6.83647 1.42017 -2.68012 0.118 -0.089 0.020 0.1129
H 6.03996 -0.13407 -2.42755 0.001 -0.057 0.010 0.1203
H 6.31125 2.76845 -0.34966 -0.214 -0.065 0.134 0.0612
Br -0.98838 0.32956 7.42884 0.023 0.002 -0.056 0.6067
C 0.02855 1.96727 7.17257 -0.042 -0.067 0.099 -0.6946
C -0.84564 3.10898 6.72662 0.044 0.029 -0.118 -0.6866
Br -1.36226 2.92213 4.86361 -0.108 0.051 -0.004 0.6496
H 0.80348 1.73920 6.44815 0.026 0.033 -0.004 0.0484
H 0.48179 2.18933 8.13574 -0.019 0.009 0.011 0.0583
H -0.30336 4.04916 6.79371 0.025 -0.010 -0.009 0.0601
H -1.76523 3.17604 7.29821 0.008 -0.011 0.039 0.0503
Br 0.47281 -4.42033 -2.73263 -0.030 -0.020 -0.029 0.6892
C -0.82456 -5.83478 -3.06770 -0.013 -0.093 0.106 -0.6778
C -0.64058 -6.46347 -4.42466 -0.140 0.101 -0.006 -0.6942
Br -1.31256 -5.29504 -5.81382 0.129 -0.035 -0.207 0.6377
H -1.80769 -5.38105 -2.97217 0.005 0.036 -0.036 0.0209
H -0.66674 -6.56714 -2.27887 0.038 -0.009 -0.017 0.0582
H -1.23022 -7.37528 -4.48698 -0.003 -0.008 0.021 0.0593
H 0.39678 -6.68364 -4.65440 0.021 0.006 0.039 0.0496
```
Positions in Å, forces in eV/Å.

Output
Lowest unoccupied orbital energy: -0.043 hartree
HOMO: -0.3243 Eh
SMILES string: CC(=O)N(C)CCCCc1c(CP(=O)(O)O)cc2c(c1P(O)(O)=S)C(=O)C(P(O)(O)=S)=C(CCCS(=O)(=O)O)C2=O.BrCCBr.BrCCBr
Gap between HOMO and LUMO: 0.281 Eh


2.
The following is a DFT calculation (ωB97M-V/def2-TZVPD) of a cluster of 3 separate species, C25H38ClN3O11P2S in total.

```
81
Properties=species:S:1:pos:R:3:forces:R:3:lowdin_charge:R:1
O -0.52966 0.44033 5.68278 -1.008 -0.414 -0.364 -0.2616
S 0.11686 0.28373 4.42469 1.663 0.264 0.034 0.5970
O 1.54947 0.32961 4.45768 0.058 0.087 -0.553 -0.2969
O -0.25873 -1.14853 3.74512 -0.372 1.292 0.314 -0.1694
C -0.44329 1.50517 3.20246 -0.349 -0.156 0.047 -0.2236
C -1.94231 1.80017 3.36911 -0.201 0.349 0.106 -0.2168
C -2.46357 2.93270 2.41570 0.455 -1.683 -0.434 -0.1084
C -2.00798 2.54767 0.99967 -0.419 0.512 0.250 -0.2599
C -1.33300 3.49527 0.16145 0.224 0.863 0.239 -0.0588
N -0.86657 3.26670 -1.04933 -0.913 -1.079 1.391 0.1541
C -1.10845 1.97072 -1.41349 0.571 -0.439 -1.597 -0.2032
C -0.63213 1.53738 -2.69407 0.269 0.343 -0.516 -0.0105
C -0.81664 0.27394 -3.16734 -0.572 -0.450 0.913 -0.0226
C -1.54089 -0.69571 -2.36596 0.251 0.223 -0.658 -0.1626
C -1.71432 -2.10971 -2.93867 0.079 0.360 0.103 -0.1474
C -0.92909 -3.17684 -2.13088 0.767 0.048 -0.418 -0.2360
C 0.57597 -2.96367 -2.44725 -0.992 0.610 -0.009 -0.5811
Cl 1.61423 -4.20383 -1.67750 -0.341 0.600 -0.560 0.6274
C -2.01718 -0.31183 -1.13473 -0.262 -0.277 0.381 -0.0510
C -2.79664 -1.27212 -0.23378 1.507 1.591 -1.459 -0.2578
C -3.96715 -1.81088 -0.75342 -0.884 -0.746 0.546 -0.0251
C -4.75394 -2.67060 0.04293 1.426 0.927 0.277 -0.0297
C -4.22930 -2.88200 1.33044 -0.824 -0.184 -0.866 -0.0636
C -3.02028 -2.29381 1.68526 0.740 -0.386 1.839 -0.1428
N -2.23541 -1.47604 0.97171 -2.068 -1.145 -0.711 0.1363
C -1.79554 1.02424 -0.63125 -0.185 -0.709 0.060 -0.1337
N -2.26655 1.32006 0.61315 0.382 0.991 -0.573 0.1915
H 0.18584 -1.10665 2.87958 -0.147 -0.432 0.067 0.0816
H 0.16515 2.42182 3.29146 -0.054 -0.524 0.417 0.1222
H -0.18234 1.06626 2.22488 -0.282 0.106 0.309 0.0983
H -2.15141 2.10992 4.40446 0.211 -0.186 -0.262 0.1134
H -2.51243 0.87382 3.18857 0.191 0.403 -0.057 0.1114
H -3.56113 2.83352 2.45113 0.363 0.554 -0.010 0.1230
H -2.10627 3.92635 2.71308 -0.218 -0.259 -0.094 0.1136
H -1.18964 4.50809 0.56430 -0.038 -0.374 -0.183 0.1198
H -0.10651 2.24391 -3.34599 -0.190 -0.037 0.509 0.1120
H -0.41937 -0.01130 -4.14594 -0.193 0.065 0.361 0.1167
H -1.32881 -2.06706 -3.97462 -0.129 -0.220 0.401 0.1099
H -2.77911 -2.36681 -3.03661 0.401 -0.006 0.190 0.1018
H -1.22796 -4.19728 -2.41760 0.038 0.360 0.110 0.1117
H -1.04031 -3.05682 -1.04228 -0.266 -0.090 -0.399 0.1012
H 0.82802 -1.95900 -2.06729 0.331 -0.564 -0.005 0.0790
H 0.72600 -2.93525 -3.53613 0.212 -0.383 0.386 0.0778
H -4.27801 -1.56837 -1.77012 0.143 0.092 0.372 0.1168
H -5.68516 -3.08767 -0.33922 0.262 0.010 0.297 0.1095
H -4.76473 -3.50592 2.04855 0.319 0.198 -0.155 0.1056
H -2.64337 -2.52411 2.69390 -0.129 0.140 -0.413 0.1096
C 4.89871 -5.61128 4.49150 0.333 0.153 0.265 -0.1121
O 3.89242 -5.65283 3.47460 -2.006 -1.346 2.212 -0.2563
P 3.35402 -7.16621 3.00181 2.851 -0.515 -7.171 0.6258
O 4.66673 -7.71547 2.51563 -0.325 0.037 1.312 -0.2647
O 2.45509 -6.51870 1.81570 -0.217 0.003 0.605 -0.2643
C 2.91469 -5.40065 1.06100 -0.004 0.261 -0.077 -0.1302
O 2.44642 -8.55423 2.97769 -0.582 1.610 3.045 -0.2797
C 2.39132 -9.28194 1.75657 0.024 -0.283 -0.530 -0.1189
H 4.98476 -4.58370 4.84294 -0.179 -0.005 -0.109 0.0882
H 4.62409 -6.24190 5.33618 0.114 0.041 0.031 0.0834
H 5.85975 -5.92786 4.09105 -0.084 -0.157 -0.097 0.0849
H 3.98493 -5.46515 0.85827 0.006 -0.059 0.123 0.0967
H 2.69097 -4.47539 1.59139 0.081 0.018 -0.032 0.0859
H 2.37931 -5.38400 0.11140 0.063 -0.367 0.475 -0.0254
H 3.38974 -9.56644 1.42697 0.055 0.191 0.063 0.0843
H 1.88183 -8.70948 0.98275 0.070 0.061 0.048 0.0833
H 1.82224 -10.19006 1.95383 -0.037 0.111 0.217 0.0883
C -0.01885 9.27351 -1.15031 -0.246 0.260 0.235 -0.1146
O 0.62640 8.09220 -1.63607 2.724 1.769 -0.271 -0.2590
P 1.18460 8.13062 -3.21600 -4.782 -4.981 -3.550 0.6258
O -0.13336 8.37477 -3.89764 0.691 1.000 0.608 -0.2644
O 1.58917 6.56095 -3.15350 0.407 0.447 0.265 -0.2650
C 0.78334 5.61162 -2.45830 -0.048 -0.142 0.281 -0.1220
O 2.20942 8.37975 -4.49539 1.265 1.749 2.762 -0.2791
C 1.98210 7.62118 -5.67735 -0.150 -0.328 -0.489 -0.1180
H -0.12539 9.18342 -0.06961 0.135 -0.143 -0.053 0.0861
H 0.57847 10.15896 -1.36426 -0.108 0.051 0.055 0.0837
H -1.00717 9.37883 -1.59350 0.069 -0.042 -0.183 0.0849
H -0.27956 5.81747 -2.58622 0.035 0.086 0.002 0.0876
H 1.03880 5.61045 -1.39971 -0.099 -0.015 0.001 0.0779
H 0.99360 4.62135 -2.85808 0.140 0.128 -0.137 0.0716
H 0.97529 7.78618 -6.05882 -0.056 -0.005 0.201 0.0844
H 2.15520 6.56060 -5.50065 -0.056 0.040 0.078 0.0832
H 2.69455 7.97392 -6.42247 0.087 0.126 0.194 0.0890
```
Positions in Å, forces in eV/Å.

Output
Lowest unoccupied orbital energy: -0.051 hartree
HOMO: -0.3403 Eh
SMILES string: O=S(=O)(O)CCCc1cnc2ccc(CCCCl)c(-c3ccccn3)c2n1.COP(=O)(OC)OC.COP(=O)(OC)OC
Gap between HOMO and LUMO: 0.290 Eh


3.
The following is a DFT calculation (ωB97M-V/def2-TZVPD) of a cluster of 2 separate species, C25H38F12NO7PS in total.

```
85
Properties=species:S:1:pos:R:3:forces:R:3:lowdin_charge:R:1
C 1.16103 -2.83859 2.68929 -0.337 -0.464 -1.204 -0.1200
C 1.09075 -1.85985 1.33473 -0.678 -1.384 -0.042 -0.2075
C -0.42483 -1.23720 1.31252 0.473 -1.623 2.703 -0.1549
O -0.56142 0.06028 0.63490 -0.371 -1.206 2.111 -0.1053
N -0.98560 -0.06128 -0.63470 0.097 1.102 -3.634 -0.1210
C 0.12562 0.56884 -1.50106 3.099 1.089 -1.127 -0.1302
C 0.10873 0.06402 -3.05830 -0.390 -0.597 -0.598 -0.1169
C 1.41241 -0.80874 -3.52902 3.540 -1.754 -2.247 -0.1465
C 2.06400 -0.43346 -5.01329 1.845 -3.245 1.916 -0.0227
C 3.36511 -1.32079 -5.57553 -1.190 -1.056 3.048 -0.0510
C 4.04832 -2.54909 -4.71864 -3.724 2.066 1.961 -0.0277
C 3.41637 -2.92974 -3.25319 -1.551 2.991 -1.674 -0.1611
C 3.96278 -4.15279 -2.27517 -0.935 -0.328 -0.993 -0.1138
C 2.11947 -2.04179 -2.71360 1.024 0.816 -2.893 0.0054
C 0.16562 2.23151 -1.33754 0.278 0.568 0.511 -0.2354
C 1.25947 2.95691 -2.31894 -0.355 -0.157 -1.105 -0.1265
C 1.60353 4.52025 -1.93440 0.555 0.146 -0.010 -0.1694
C 3.15783 4.68046 -1.33790 -0.580 -0.627 -0.330 -0.1772
C 3.08445 4.20100 0.22772 0.689 1.224 0.693 -0.0876
C 4.56147 3.70921 0.84129 -2.506 2.818 -0.580 -0.1975
F 4.46471 4.02127 2.31686 1.234 -1.430 -4.579 0.0009
F 5.56941 4.55668 0.13863 -2.405 -3.028 2.680 0.0070
C 4.66399 2.10899 0.51382 -3.336 -1.145 0.407 -0.2192
F 4.13189 1.70801 -0.81867 1.645 1.898 4.356 0.0060
F 3.77708 1.41736 1.52267 2.443 2.543 -3.549 -0.0063
S 6.36101 1.34904 0.68061 4.049 -4.284 0.407 1.0920
F 5.89052 0.04188 -0.37006 0.898 2.548 2.187 -0.2123
F 6.99557 2.13087 -0.70598 -1.618 -1.021 3.157 -0.1780
F 6.93635 2.53427 1.77343 -1.560 -2.217 -2.606 -0.1694
F 5.81356 0.37059 2.02063 1.540 2.159 -2.640 -0.2080
F 7.88381 0.54820 0.84676 -3.168 1.891 -0.367 -0.1825
O -1.15215 2.86067 -1.61532 0.630 -2.030 2.430 -0.1568
C -2.07198 2.33108 -0.55494 -0.500 -0.146 -1.620 -0.0938
C -2.26124 0.71576 -0.94645 -0.988 2.197 -0.095 -0.1863
P -3.84972 -0.01762 -0.18539 -6.284 -3.846 -1.260 0.7860
O -4.63731 -0.94616 -1.23015 3.903 3.588 3.359 -0.3655
O -4.94578 1.31405 0.24106 2.997 -2.082 -1.323 -0.1911
O -3.62441 -0.93003 1.27864 1.058 1.189 -3.353 -0.2157
H 0.12743 -3.43539 2.72101 2.221 1.391 0.227 0.0982
H 1.98175 -3.67138 2.48439 -1.605 1.992 0.727 0.0921
H 1.34748 -2.22891 3.67403 -0.386 -1.322 -2.019 0.0953
H 1.16276 -2.62380 0.42093 0.154 1.875 1.815 0.0968
H 1.95573 -1.07237 1.31038 -1.828 -1.402 0.005 0.1181
H -1.19801 -2.06140 0.94185 1.596 1.973 0.417 0.1445
H -0.71879 -1.04388 2.45347 0.496 -0.108 -2.669 0.1666
H -1.07607 -1.04304 -0.98104 -0.047 0.432 0.649 0.1971
H 1.14018 0.19915 -0.99267 -2.286 0.660 -1.124 0.1779
H -0.86071 -0.59929 -3.21579 1.882 1.179 0.234 0.1334
H -0.01352 0.97284 -3.82189 0.315 -1.989 1.903 0.1304
H 1.61746 0.41942 -5.71819 1.071 -2.093 1.854 0.0960
H 3.84572 -1.10918 -6.64682 -1.345 -0.333 2.669 0.0938
H 4.94001 -3.18186 -5.13587 -1.926 1.502 0.820 0.0944
H 3.69111 -3.99028 -1.13554 0.744 -0.031 -2.497 0.0807
H 5.10066 -4.38734 -2.44095 -2.265 0.770 0.428 0.0864
H 3.37540 -5.13104 -2.60978 1.231 2.046 0.679 0.0930
H 1.66924 -2.36233 -1.68230 0.968 0.710 -2.114 0.0547
H 0.39650 2.48691 -0.19415 -0.257 -0.739 -2.378 0.1526
H 0.77195 2.99249 -3.40581 0.924 -0.224 2.379 0.1277
H 2.24880 2.31911 -2.44611 -2.082 1.230 0.524 0.1277
H 0.84271 4.90956 -1.11913 1.509 -0.723 -1.702 0.1255
H 1.48905 5.20172 -2.90736 0.221 -1.597 2.231 0.1297
H 3.52293 5.79061 -1.48182 -0.792 -2.269 0.688 0.1285
H 3.93210 4.00636 -1.93061 -1.836 1.336 1.116 0.1212
H 2.79587 5.15506 0.87239 0.693 -2.117 -1.215 0.1522
H 2.27021 3.39103 0.45515 1.768 1.388 -0.609 0.1151
H -1.66607 2.49447 0.53005 -0.814 -0.305 -2.070 0.1566
H -3.11011 2.87677 -0.76258 2.392 -1.344 0.767 0.1563
H -2.43479 0.72367 -2.12790 0.416 -0.357 2.655 0.1820
H -5.30325 1.68052 -0.62010 0.429 -0.881 1.155 0.0954
H -3.47538 -1.91520 1.05155 -0.841 2.156 0.163 0.1221
C -5.92174 -1.42848 3.04407 0.444 0.126 0.212 -0.1062
C -7.27797 -0.96026 3.53365 -0.644 -0.266 -0.065 -0.2755
O -8.20731 -2.01987 3.73241 0.736 -0.123 -1.166 -0.1221
C -8.12885 -2.81164 4.95048 -0.087 1.857 2.250 -0.5216
O -8.11881 -2.02608 6.02362 0.454 -1.400 -0.813 -0.2028
C -6.96689 -3.88207 4.93730 -0.357 0.415 -0.234 -0.5242
F -6.81579 -4.42215 3.69306 0.268 -0.190 0.058 0.0773
F -7.24856 -4.93749 5.75604 0.141 0.588 -0.287 0.0925
F -5.74857 -3.41907 5.30643 -0.208 -0.314 0.043 0.0881
H -6.02003 -2.23205 2.30772 -0.101 0.104 -0.014 0.0769
H -5.37261 -0.59660 2.59133 -0.302 -0.038 0.145 0.0328
H -5.31063 -1.79873 3.86748 -0.027 -0.042 -0.056 0.0632
H -7.71324 -0.33963 2.74168 -0.173 -0.106 0.021 0.1031
H -7.18757 -0.30741 4.40818 -0.004 -0.330 0.204 0.1088
H -9.01022 -3.45547 4.82248 -0.378 -0.252 -0.101 0.1277
```
Positions in Å, forces in eV/Å.

Output
Lowest unoccupied orbital energy: -0.118 hartree
HOMO: -0.1778 Eh
Gap between HOMO and LUMO: 0.060 Eh


| no. | E_tot (Ha) |
| --- | --- |
| 1 | -14523.2721 |
| 2 | -3508.3803 |
| 3 | -3493.8767 |